Density functional theory data (ωB97M-V/def2-TZVPD) for a molecular structure, C33H32BrCrN6O9S2.

Properties
- maximum force (eV Å⁻¹) = 0.3
- ΔE to the lowest compared entry with this formula, charge and spin (kJ/mol) = 0.00
- HOMO (alpha / beta) (eV) = -2.8145 / -5.1420
- Kohn-Sham gap (alpha / beta) (Eh) = 0.1593 / 0.2448
- <S²> = 6.09
- E (eV) = -182246.2922

Geometry as ORCA input:
```
! wB97M-V def2-TZVPD RIJCOSX def2/J DEFGRID3
* xyz -1 5
Cr 1.003 0.724 0.284
Br 5.391 -1.904 5.632
C 4.300 -0.914 4.423
C 4.418 0.471 4.374
C 3.618 1.175 3.493
C 2.688 0.545 2.651
O 1.942 1.293 1.871
C 2.573 -0.878 2.719
C 1.647 -1.646 1.951
N 0.802 -1.143 1.043
C -0.113 -1.923 0.412
C -0.495 -3.230 0.762
C -1.414 -3.928 -0.024
C -2.002 -3.385 -1.144
C -1.675 -2.056 -1.516
C -2.244 -1.377 -2.609
C -1.873 -0.084 -2.898
C -0.909 0.535 -2.105
N -0.350 -0.084 -1.076
C -0.727 -1.341 -0.747
C 3.407 -1.576 3.617
H 5.127 0.985 5.009
H 3.692 2.253 3.424
H 1.681 -2.723 2.083
H -0.061 -3.712 1.626
H -1.671 -4.942 0.263
H -2.710 -3.947 -1.739
H -2.983 -1.885 -3.217
H -2.309 0.455 -3.727
H -0.562 1.545 -2.292
H 3.333 -2.655 3.664
C 3.414 1.095 -7.274
C 3.387 0.609 -5.851
C 2.288 0.873 -5.036
C 2.260 0.443 -3.722
C 3.335 -0.260 -3.198
C 4.439 -0.524 -3.989
C 4.456 -0.095 -5.310
S 3.291 -0.817 -1.498
O 2.330 -1.893 -1.425
O 4.672 -1.117 -1.193
N 2.738 0.398 -0.656
C 3.371 1.706 -0.816
C 2.295 2.757 -1.100
O 2.555 3.805 -1.659
O 1.104 2.427 -0.663
H 2.588 0.674 -7.851
H 4.345 0.819 -7.768
H 3.321 2.182 -7.316
H 1.450 1.437 -5.432
H 1.416 0.668 -3.087
H 5.277 -1.054 -3.558
H 5.323 -0.301 -5.929
H 4.121 1.727 -1.608
H 3.866 1.997 0.118
C -4.583 -2.003 0.752
C -5.748 -1.388 1.509
S -5.474 0.303 1.981
O -6.676 0.799 2.600
O -4.909 1.006 0.858
C -4.229 0.183 3.259
C -3.539 1.518 3.511
N -2.547 1.832 2.489
C -1.398 1.129 2.319
N -0.770 1.512 1.223
C -1.516 2.493 0.644
C -2.621 2.692 1.406
N -3.658 3.645 1.176
O -3.643 4.219 0.109
O -4.462 3.861 2.071
C -0.893 0.112 3.277
H -4.888 -2.952 0.313
H -3.725 -2.205 1.394
H -4.255 -1.348 -0.053
H -6.013 -1.925 2.422
H -6.648 -1.321 0.895
H -3.512 -0.588 2.976
H -4.761 -0.135 4.157
H -3.018 1.468 4.466
H -4.258 2.329 3.563
H -1.188 3.004 -0.244
H -1.306 0.264 4.273
H 0.191 0.196 3.330
H -1.120 -0.903 2.941
*
```